Entry 1:
The following is a DFT calculation (wB97M-V/def2-TZVPD) of C28H20AuBrF5N2OS as an isolated structure.

E_LUMO: -3.70 eV
E_HOMO: -11.31 eV
total energy: -4870.725325 Eh

```
! RIJCOSX wB97M-V def2-TZVPD def2/J DEFGRID3
* xyz 1 1
Au -0.900 0.084 1.317
C 1.866 1.186 -3.487
C 3.256 0.747 -3.025
C 4.198 1.957 -3.098
C 3.755 -0.354 -3.971
C 3.242 0.215 -1.595
C 4.439 -0.267 -1.028
C 4.489 -0.808 0.235
C 3.311 -0.850 0.977
S 3.044 -1.551 2.543
C 1.399 -1.126 2.450
N 1.062 -0.469 1.356
C 2.126 -0.334 0.459
C 2.086 0.179 -0.837
C 0.347 -1.444 3.394
C 0.523 -2.134 4.586
C -0.579 -2.384 5.389
C -1.834 -1.939 5.002
C -2.017 -1.243 3.808
C -0.926 -1.012 3.001
H 1.927 1.561 -4.510
H 1.472 1.993 -2.865
H 1.155 0.357 -3.484
H 4.223 2.348 -4.116
H 5.219 1.694 -2.819
H 3.862 2.756 -2.433
H 3.764 0.016 -4.997
H 3.104 -1.229 -3.930
H 4.768 -0.673 -3.726
H 5.350 -0.235 -1.609
H 5.415 -1.200 0.635
H 1.147 0.508 -1.249
H 1.507 -2.474 4.886
H -0.458 -2.922 6.319
H -2.690 -2.126 5.638
H -3.001 -0.886 3.542
Br -2.695 1.681 -4.013
C -1.731 2.131 -2.469
C -1.167 3.386 -2.314
C -0.450 3.652 -1.157
C -0.322 2.661 -0.204
N -0.880 1.456 -0.362
C -1.582 1.188 -1.466
H -1.285 4.138 -3.082
H 0.003 4.618 -0.992
H 0.233 2.826 0.710
H -2.029 0.208 -1.546
F -6.829 -3.144 0.959
C -5.845 -2.259 1.064
C -4.702 -2.391 0.296
F -4.579 -3.403 -0.558
C -3.688 -1.458 0.411
F -2.583 -1.603 -0.358
C -3.759 -0.382 1.291
O -2.818 0.567 1.403
C -4.920 -0.279 2.060
F -5.034 0.724 2.931
C -5.951 -1.195 1.946
F -7.039 -1.063 2.694
*
```

***

Entry 2:
The following is a DFT calculation (wB97M-V/def2-TZVPD) of C28H20ClCoF3N3O8SbSe2Te2 as an isolated structure.

E_LUMO (spin up / spin down): 3.36 / 3.36 eV
E_HOMO (spin up / spin down): -1.82 / -1.86 eV
total energy: -9566.743521 Eh

```
! RIJCOSX wB97M-V def2-TZVPD def2/J DEFGRID3
* xyz -2 2
Co 1.375 0.171 0.617
Se 3.154 0.254 2.322
Te 1.586 1.262 4.056
Te 0.838 2.413 1.675
Se -1.660 2.626 1.729
N -1.163 -0.626 2.122
C -1.655 -1.512 2.998
C -0.785 -2.581 3.033
C 0.235 -2.236 2.135
N -0.005 -1.049 1.597
H -1.469 0.348 1.948
H -2.569 -1.309 3.530
H -0.876 -3.479 3.619
H 1.138 -2.760 1.863
O 4.407 -1.275 -0.324
Cl 3.300 -2.167 -0.460
O 3.207 -3.056 0.664
O 3.397 -2.923 -1.680
O 2.051 -1.383 -0.553
O 1.436 2.809 -1.192
C 0.955 1.809 -1.736
O 0.479 0.765 -1.194
C 0.928 1.816 -3.256
C -0.211 1.407 -3.940
C -0.257 1.448 -5.323
C 0.870 1.886 -5.999
C 2.024 2.292 -5.347
C 2.036 2.269 -3.963
N 0.839 1.931 -7.467
O -0.187 1.598 -8.033
O 1.841 2.302 -8.055
H -1.064 1.062 -3.371
H -1.136 1.146 -5.872
H 2.878 2.622 -5.918
H 2.903 2.603 -3.409
F -3.139 -6.349 -7.039
C -2.566 -5.463 -6.182
C -3.304 -5.009 -5.107
C -2.714 -4.103 -4.238
C -1.409 -3.650 -4.431
C -0.708 -4.138 -5.531
C -1.274 -5.049 -6.418
Sb -0.364 -2.296 -3.098
C -0.644 -3.600 -1.422
C 0.419 -4.404 -1.020
C 0.245 -5.388 -0.053
C -1.006 -5.548 0.499
F -1.186 -6.500 1.453
C -2.083 -4.764 0.141
C -1.890 -3.789 -0.826
C -2.110 -1.099 -2.746
C -2.982 -0.827 -3.799
C -4.053 0.045 -3.645
C -4.229 0.647 -2.415
F -5.274 1.499 -2.261
C -3.383 0.422 -1.349
C -2.325 -0.459 -1.526
H -4.317 -5.364 -4.963
H -3.289 -3.742 -3.392
H 0.309 -3.805 -5.712
H -0.731 -5.429 -7.273
H 1.405 -4.261 -1.444
H 1.071 -5.999 0.287
H -3.037 -4.902 0.631
H -2.727 -3.159 -1.103
H -2.835 -1.296 -4.767
H -4.735 0.266 -4.455
H -3.508 0.955 -0.414
H -1.638 -0.609 -0.703
*
```

***

Entry 3:
The following is a DFT calculation (wB97M-V/def2-TZVPD) of C28H20I3IrN5O as an isolated structure.

E_LUMO (spin up / spin down): -3.29 / -4.73 eV
E_HOMO (spin up / spin down): -10.03 / -10.50 eV
total energy: -2425.089435 Eh

```
! RIJCOSX wB97M-V def2-TZVPD def2/J DEFGRID3
* xyz 1 5
Ir 0.300 -0.423 -0.688
I -2.997 1.598 -3.197
C -1.755 2.787 -2.022
C -2.185 4.101 -1.740
C -1.412 4.934 -0.980
I -2.114 6.857 -0.598
C -0.162 4.479 -0.466
C 0.701 5.266 0.333
C 1.878 4.746 0.785
C 2.203 3.421 0.433
N 1.438 2.659 -0.302
C 0.263 3.164 -0.755
C -0.557 2.311 -1.556
O -0.160 1.065 -1.846
H -3.134 4.434 -2.136
H 0.412 6.279 0.577
H 2.554 5.329 1.393
H 3.138 2.986 0.775
I 3.041 0.082 -1.341
C 3.376 -1.969 -1.290
C 4.640 -2.445 -1.497
C 4.894 -3.825 -1.411
C 3.878 -4.684 -1.109
C 2.563 -4.207 -0.898
C 1.523 -5.119 -0.593
C 0.244 -4.685 -0.414
C -0.048 -3.315 -0.534
C 0.925 -2.360 -0.798
C 2.277 -2.820 -0.996
H 5.452 -1.767 -1.723
H 5.896 -4.194 -1.578
H 4.063 -5.747 -1.027
H 1.767 -6.171 -0.509
H -0.547 -5.388 -0.188
H -1.076 -3.004 -0.409
C -5.376 -0.521 -0.361
N -4.227 -1.239 -0.909
C -4.458 -2.340 -1.841
C -3.021 -0.940 -0.529
N -1.946 -0.650 -0.198
H -5.979 -1.193 0.250
H -5.978 -0.133 -1.182
H -5.025 0.311 0.244
H -4.943 -3.172 -1.330
H -3.509 -2.669 -2.257
H -5.095 -1.989 -2.652
N 0.931 1.756 6.542
C 0.850 1.451 5.439
C 0.750 1.069 4.056
C -0.320 1.511 3.285
C -0.384 1.109 1.966
N 0.549 0.329 1.415
C 1.583 -0.087 2.152
C 1.721 0.256 3.483
H -1.084 2.151 3.702
H -1.194 1.424 1.322
H 2.313 -0.709 1.652
H 2.564 -0.099 4.056
*
```

***

Entry 4:
The following is a DFT calculation (wB97M-V/def2-TZVPD) of C28H20N6O6Se2Ti as an isolated structure in a non-equilibrium geometry.

E_LUMO (spin up / spin down): 4.37 / 4.35 eV
E_HOMO (spin up / spin down): -0.01 / -2.89 eV
total energy: -7511.462253 Eh

```
! RIJCOSX wB97M-V def2-TZVPD def2/J DEFGRID3
* xyz -2 3
Ti 0.604 -0.239 0.624
O 0.822 1.259 -0.579
C 1.671 1.489 -1.513
C 1.355 2.349 -2.592
C 2.268 2.595 -3.587
C 3.549 2.018 -3.559
C 3.876 1.189 -2.509
C 2.965 0.906 -1.486
C 3.393 0.051 -0.388
N 2.695 -0.345 0.599
C 3.483 -1.090 1.623
C 2.634 -1.555 2.811
N 1.613 -0.552 3.027
C 0.741 -0.647 3.932
C -0.296 0.382 4.056
C -1.089 0.435 5.201
C -2.042 1.419 5.391
C -2.201 2.387 4.391
C -1.457 2.343 3.232
C -0.501 1.322 2.996
O 0.114 1.258 1.866
H 0.364 2.784 -2.615
H 1.989 3.242 -4.411
H 4.264 2.222 -4.345
H 4.857 0.723 -2.467
H 4.448 -0.245 -0.419
H 4.255 -0.408 1.991
H 3.959 -1.947 1.148
H 3.283 -1.659 3.688
H 2.189 -2.534 2.614
H 0.728 -1.479 4.652
H -0.937 -0.327 5.961
H -2.646 1.443 6.289
H -2.934 3.176 4.521
H -1.606 3.072 2.444
Se -4.954 0.544 -4.956
N -5.067 0.511 -3.138
C -3.829 0.187 -2.732
C -3.473 0.058 -1.340
C -4.422 0.175 -0.311
C -4.029 0.019 0.992
C -2.670 -0.174 1.270
N -1.754 -0.240 0.329
C -2.146 -0.211 -0.963
C -1.162 -0.542 -1.966
N 0.051 -0.989 -1.547
C 0.933 -1.340 -2.463
C 0.686 -1.250 -3.841
C -0.530 -0.803 -4.270
C -1.507 -0.450 -3.323
C -2.836 -0.041 -3.726
N -3.191 0.089 -5.011
H -5.453 0.365 -0.582
H -4.740 0.065 1.807
H -2.328 -0.262 2.294
H 1.858 -1.755 -2.085
H 1.457 -1.552 -4.539
H -0.780 -0.727 -5.321
O 1.005 -4.346 1.826
Se 0.699 -3.417 0.522
O 2.087 -3.051 -0.263
O 0.155 -1.919 1.183
O -0.476 -3.982 -0.437
*
```